1.
72
Properties=species:S:1:pos:R:3 method="wB97M-V/def2-TZVPD" spin_multiplicity=1
H 2.92120 2.53129 -1.63456
H -0.44265 -0.99659 -0.59065
H -3.28980 1.91565 3.25649
C -3.85436 -2.39501 -1.30876
H 1.09113 -3.22565 -3.77328
H 2.63968 -1.31131 4.73838
O -0.33425 -5.87835 0.67286
C -1.72693 3.47741 -4.98078
H 2.97400 4.32323 -3.36803
O 1.03063 -0.74157 3.64583
O -3.73305 -0.38298 -0.08950
H 3.47328 -3.63251 -3.04831
C 2.11485 -1.56192 3.81650
H 3.75281 -2.22643 2.64785
C -0.75132 -4.56567 0.99024
H -4.91637 -2.36315 -1.55213
H -0.65630 0.79906 1.36751
H -0.91382 1.34804 -2.78106
H 0.94828 0.17876 1.22469
H 2.13913 -1.83455 -0.89981
H 3.60286 -1.35471 -1.76125
H -1.44181 -4.63795 1.83054
H -2.65734 -2.00024 0.56233
H 2.47049 -1.51785 1.70497
C 3.05322 -1.39111 2.61736
H 4.13050 4.66700 -1.39145
C -1.59168 2.92798 -3.60086
O 1.70945 -2.59027 -3.40508
C 2.63151 -3.19587 -2.51085
H 1.01543 -4.02422 2.17616
H 1.83555 -2.61089 3.91527
H 0.59943 1.69503 0.37598
H -2.41161 2.83402 -5.53338
H -1.29246 -4.21137 0.11289
H -2.39347 4.23373 4.11574
H -1.02640 3.67862 -3.04850
H -3.71153 -3.47031 -1.20183
H 1.16548 -3.63912 0.44917
H -1.69513 1.23671 3.49319
H -0.75628 3.63164 -5.45210
C 3.04371 4.66355 -1.47485
O 2.62764 5.00568 -2.78847
O -0.56789 3.36500 4.53460
H -2.38857 2.95785 5.36877
C -2.00525 3.25344 4.39215
H -2.54802 2.87903 -3.08017
H -4.25417 -0.00137 0.62072
H -4.34714 -2.10437 0.81714
H -1.12506 -6.41954 0.73067
H -2.16382 4.46926 -4.86477
H 0.54907 0.18431 -1.28209
H 0.19228 -2.69580 1.53599
H 1.32887 3.24372 -1.25863
H 3.61587 -0.45788 2.64187
C -3.61028 -1.74474 0.09894
H 2.13182 -4.08776 -2.13277
H 1.34912 0.16402 3.63814
H 2.55863 3.08642 -0.01352
C -2.23155 2.16934 3.31839
H -2.16407 0.39665 -0.77974
C -0.29826 0.08372 -0.60385
H 2.65659 5.41710 -0.78899
C 2.40064 3.30462 -1.06970
O -1.36375 0.75200 -1.17319
C 3.04606 -2.20845 -1.37497
H 3.70229 -2.68441 -0.64632
H -3.23798 -1.98074 -2.10660
C 0.46889 -3.71948 1.28368
O -0.91989 1.70705 -3.67139
H -0.43905 3.94301 5.29018
C 0.18536 0.73305 0.67805
H -1.89464 2.60705 2.37870


2.
57
Properties=species:S:1:pos:R:3 method="wB97M-V/def2-TZVPD" charge=+1 spin_multiplicity=1
C 1.53614 4.17805 1.54485
C 2.25090 6.51466 1.62440
H 1.15303 -4.28392 -0.96830
H 1.18736 -0.43949 -4.28141
H -4.03797 0.22960 1.03023
C -2.47864 -2.00734 3.06542
H -4.31673 -0.91489 3.27689
Se 2.12117 -1.71433 -1.82363
H 0.76993 -2.48996 2.26142
H -0.34444 -0.51942 -5.18308
Ir 1.52121 0.02102 -0.04641
H -1.17443 0.09868 -1.00932
N 2.60164 7.42355 2.23259
C -3.34651 -0.80135 2.79610
H -2.99237 -2.92664 2.76644
H -2.78088 -0.55138 -1.37578
H -2.23793 -2.09567 4.12386
H -0.40287 -5.12671 -1.14647
H -2.23932 -4.06871 -2.52130
H -2.86867 0.09681 3.19298
N -1.21897 -1.88373 2.33303
H -4.09113 -1.53029 0.92073
H -0.21732 0.47287 -3.71234
C -0.06933 -2.53143 2.94272
H -2.59837 1.01551 -0.55348
C 1.75422 5.40058 -0.52340
O 0.02029 -1.27359 0.56113
N 2.38839 7.53183 -1.84893
C 0.10488 -0.44483 -4.19644
H 0.19418 -2.03566 3.87885
H 5.46487 -0.76453 0.56555
C 1.37702 4.26199 -1.22306
N -0.30628 -1.60906 -3.41179
C 0.07390 -4.17038 -0.94987
C 1.83088 5.35762 0.87512
C 1.10363 3.07916 -0.54637
N -0.32634 -3.22961 -1.99192
C -2.18522 0.01247 -0.65090
C 2.09980 6.59531 -1.24983
H 5.25170 0.42109 1.89891
H -0.29945 -3.57749 3.15317
C -1.11670 -1.23760 1.15189
I 3.94251 1.26241 -0.27988
I 3.22782 -1.31857 1.89723
H 1.31906 4.29000 -2.30375
C -1.50868 -3.29978 -2.69862
H -2.21156 -2.00089 -4.33761
C -1.49554 -2.28481 -3.58676
S 0.91189 1.50519 1.66770
C 1.19082 3.03132 0.83963
H -0.22333 -3.79694 0.02777
N -2.20543 -0.65118 0.63810
C 0.39936 -2.18321 -2.42225
C 4.77146 -0.12560 1.09724
S 0.63691 1.63040 -1.44551
H 1.59964 4.14226 2.62451
C -3.51023 -0.68343 1.29990


3.
14
Properties=species:S:1:pos:R:3 method="wB97M-V/def2-TZVPD" spin_multiplicity=3
Cl -2.77720 0.22927 2.12707
O -2.27598 2.34257 0.83980
Cl 0.78683 -2.89721 0.81731
N 0.25905 1.29139 -0.15619
Cl -1.82355 0.48126 -1.52433
C -2.03853 1.20105 0.93767
C 0.40556 -1.34991 0.18956
H 2.20827 1.37822 -0.59186
C 1.30355 0.73129 -0.56545
H 2.57811 -1.20848 -0.43939
C -0.89448 0.48531 0.04697
C 1.56490 -0.75850 -0.63261
H 1.30519 -1.18852 -1.57773
N -0.60171 -0.73776 0.52919


4.
75
Properties=species:S:1:pos:R:3 method="wB97M-V/def2-TZVPD" charge=+3 spin_multiplicity=6
C -2.77019 3.62179 0.60360
C -1.58236 -1.40013 3.11074
C 3.51085 0.93664 4.87319
C -1.64643 -2.46953 0.62700
C 1.29536 -1.27430 5.26120
H 2.12935 -1.95596 5.09307
C 1.90564 4.03581 -0.66578
H 3.22695 1.41101 -3.70747
C -0.43406 3.84040 -0.01415
H 4.81508 -0.30469 -3.03580
C 3.75653 -0.55738 -2.97578
H -1.68143 -2.91164 -0.36078
C 0.82578 1.82508 -0.82590
C -0.38432 2.45876 -0.32478
S 1.15348 0.34994 -3.69318
H -0.48969 -1.09598 -4.44011
H -3.86506 -1.65605 -0.66612
H 3.47982 1.14739 5.94191
C -2.72585 2.26643 0.29267
H -0.90858 1.92329 5.70331
C -3.58698 0.24459 -4.02285
C 1.95132 2.68896 -0.95743
H -5.46269 -0.67985 -4.50550
As 1.72182 0.39024 4.36626
C 2.96352 0.36667 -3.88277
H -3.52694 0.79112 -4.95458
C 0.59802 -1.19378 -4.45914
C -1.74075 -3.29767 1.73906
H -1.42974 0.54993 2.20708
H -1.81080 -3.39351 3.89951
C -1.49779 -0.52155 2.05966
H -1.85068 -4.36652 1.60774
H 4.18948 0.10972 4.66385
H 0.43913 -3.30566 -4.17019
H 2.89220 2.28192 -1.30545
C 1.04183 -2.47974 -3.79365
H -5.62798 -1.89020 -2.36058
H 3.65151 -1.59992 -3.26272
Ir 0.84527 -0.10907 -1.34457
S 0.82755 -2.46293 -1.96925
H -3.61961 1.66095 0.39061
H 3.80059 1.82730 4.32247
H -2.47726 1.24948 6.17787
H -3.69152 4.06830 0.95182
C -2.58352 0.37345 -3.07894
C -1.53976 -1.08582 0.77009
C -1.54083 1.69658 -0.16298
C -4.77193 -1.26138 -2.56386
H 0.90756 -1.18351 -5.50561
C 0.72702 4.62253 -0.19490
H 2.08094 -2.70981 -4.01202
C 3.31188 -2.11727 -0.65542
S 3.23712 -0.39383 -1.23117
H 0.36674 -1.67134 4.86134
H 4.35563 -2.43449 -0.66960
C -1.63600 4.40307 0.44898
P -1.34201 -0.02421 -0.68468
H 1.18813 -1.03706 6.31886
H 3.00346 -2.05062 0.38836
H 0.70038 5.68114 0.03321
H -1.28900 0.19137 5.40970
H 2.23694 -3.97024 -0.77425
C 2.44682 -3.11467 -1.41469
C -1.71443 -2.75857 3.02770
H -1.67268 5.46152 0.67598
H 3.19195 0.15750 -4.92936
H 2.78636 4.64984 -0.80111
H 2.95521 -3.50348 -2.29469
H -1.02137 0.78768 7.07318
C -3.77031 -1.13147 -1.60852
C -4.67923 -0.57944 -3.76652
H -1.74326 1.03485 -3.27156
S 1.68397 0.13033 2.19770
C -1.41459 1.03748 6.08961
C -2.67154 -0.31978 -1.86893


5.
28
Properties=species:S:1:pos:R:3 method="wB97M-V/def2-TZVPD" spin_multiplicity=1
C 2.06988 1.30893 1.26474
H 3.00323 1.08947 0.71925
H 1.93579 -0.93520 2.82512
C 1.39300 2.44210 0.57556
C -1.02038 -2.55416 -1.92593
H 2.36902 -1.41182 1.12180
N 0.47739 1.83448 -0.45652
C -0.74470 -0.70572 -0.37538
H -1.14870 3.02443 -0.35561
H 0.73930 -1.76584 1.73061
C -0.35967 2.79550 -1.09028
C -2.70574 -2.14309 -0.21825
H -3.60513 -2.43056 0.20195
H -2.83785 -3.71845 -1.63181
C 1.57507 -1.09347 1.80672
H 2.05074 3.25101 0.20566
H 0.73623 2.94944 1.29944
C -0.31977 -1.45820 -1.45898
H 0.17119 3.74162 -1.19818
H -2.39447 -0.42475 1.01704
C -1.94873 -1.05443 0.28343
H -0.65309 -3.16722 -2.69522
H -0.83464 2.50075 -2.04038
H 0.59140 -1.28182 -2.00075
C -2.22971 -2.86228 -1.29891
N 1.18750 0.12692 1.18938
B 0.21721 0.50626 0.14190
H 2.28563 1.43612 2.36358


| no. | E (eV) |
| --- | --- |
| 1 | -33747.5194 |
| 2 | -138170.3445 |
| 3 | -47822.7236 |
| 4 | -149027.0933 |
| 5 | -14270.6740 |